[1]
A 2-piece molecular cluster, C15H30NO5PSi overall. Source: OMol25; level of theory: ωB97M-V/def2-TZVPD.

Geometry as XYZ:
```
53
C15H30NO5PSi (ωB97M-V/def2-TZVPD)
C 0.358 0.437 -0.625
Si -0.380 0.522 -2.356
C -0.452 -1.215 -3.076
C 0.736 1.521 -3.477
O -1.963 1.081 -2.388
C -2.301 2.127 -1.498
C -3.743 2.624 -1.800
C -4.284 1.935 -2.982
C -5.120 0.907 -3.026
P -5.925 0.032 -1.691
O -6.893 0.878 -0.967
C -5.317 0.562 -4.449
O -5.951 -0.349 -4.911
O -4.620 1.469 -5.221
C -3.942 2.304 -4.377
O -3.190 3.187 -4.714
H 1.224 1.080 -0.585
H 0.740 -0.564 -0.492
H -0.336 0.667 0.168
H -0.562 -1.129 -4.149
H 0.436 -1.767 -2.817
H -1.346 -1.698 -2.704
H 0.301 1.669 -4.453
H 1.614 0.901 -3.620
H 1.081 2.449 -3.043
H -2.287 1.760 -0.485
H -1.637 2.975 -1.602
H -4.405 2.386 -0.982
H -3.756 3.689 -1.965
H -6.529 -1.088 -2.281
H -4.913 -0.444 -0.837
C 3.001 0.799 2.261
C 2.500 -0.281 3.207
N 2.988 -1.602 2.864
C 2.286 -2.674 3.546
C 2.394 -2.755 5.073
C 4.431 -1.735 2.781
C 5.262 -1.359 4.015
H 2.785 0.533 1.226
H 2.500 1.743 2.481
H 4.073 0.969 2.359
H 1.408 -0.305 3.150
H 2.750 0.008 4.241
H 2.613 -3.625 3.116
H 1.227 -2.588 3.283
H 3.374 -3.101 5.397
H 1.660 -3.468 5.453
H 2.191 -1.795 5.549
H 4.777 -1.124 1.943
H 4.662 -2.762 2.491
H 4.962 -0.399 4.437
H 6.314 -1.274 3.733
H 5.202 -2.112 4.798
```

Values from the calculation:
HOMO-LUMO gap = 7.00 eV
E = -1651.40837 Ha
total charge = 0
E_LUMO = -0.0474 Eh
SMILES string = C[Si](C)(C)OCCC1=C([PH2]=O)C(=O)OC1=O.CCN(CC)CC



[2]
One molecule with the formula C14H18N2O6S. Source: OMol25; level of theory: ωB97M-V/def2-TZVPD.

Geometry as XYZ:
```
41
C14H18N2O6S (ωB97M-V/def2-TZVPD)
C -1.190 0.503 3.538
C -2.295 0.760 2.521
H -2.770 -0.186 2.237
H -3.044 1.449 2.916
O -1.792 1.396 1.350
C -1.161 0.611 0.472
O -1.022 -0.588 0.639
C -0.637 1.309 -0.700
C 0.335 0.707 -1.467
N 0.892 -0.466 -1.225
N 1.928 -0.949 -2.000
C 2.293 -2.263 -2.043
C 2.162 -3.221 -1.043
C 1.699 -3.098 0.318
O 1.425 -2.052 0.879
O 1.644 -4.290 0.931
C 1.214 -4.269 2.283
H 1.983 -3.821 2.918
H 1.046 -5.305 2.564
H 0.296 -3.685 2.376
S 2.799 -4.760 -1.556
C 3.266 -4.102 -3.065
C 2.943 -2.791 -3.193
H 3.148 -2.205 -4.071
H 3.747 -4.728 -3.790
H 2.077 -0.416 -2.850
H 0.742 -0.939 -0.315
H 0.659 1.246 -2.353
C -1.095 2.618 -1.166
O -0.573 3.213 -2.089
O -2.168 3.080 -0.512
C -2.648 4.364 -0.895
C -1.860 5.478 -0.220
H -2.295 6.441 -0.470
H -0.828 5.456 -0.562
H -1.877 5.344 0.859
H -3.695 4.380 -0.584
H -2.581 4.462 -1.985
H -0.461 -0.188 3.121
H -0.690 1.434 3.791
H -1.616 0.070 4.439
```

Values from the calculation:
HOMO-LUMO gap = 7.95 eV
E = -1503.41152 Ha
total charge = 0
E_LUMO = 0.0107 Eh
SMILES string = CCOC(=O)C(=CNNc1ccsc1C(=O)OC)C(=O)OCC



[3]
A 12-piece molecular cluster, H24O12 overall. Source: OMol25; level of theory: ωB97M-V/def2-TZVPD.

Geometry as XYZ:
```
36
H24O12 (ωB97M-V/def2-TZVPD)
O 0.272 -0.731 2.897
H -0.356 -1.267 2.353
H -0.123 -0.529 3.686
O -1.542 -2.324 1.616
H -2.070 -2.902 2.225
H -2.188 -2.086 0.981
O -0.885 -1.562 -2.000
H -1.340 -1.530 -2.833
H -0.464 -2.418 -1.805
O 2.618 0.989 -0.526
H 3.405 0.447 -0.573
H 2.620 1.420 0.334
O -3.249 -1.101 -0.173
H -2.623 -0.934 -0.862
H -3.634 -1.786 -0.700
O 0.104 -0.002 0.109
H -0.480 -0.194 -0.558
H 0.984 0.307 -0.201
O 1.992 -1.297 -3.081
H 1.302 -0.639 -2.939
H 2.526 -0.923 -3.802
O 1.796 -2.255 0.780
H 1.876 -2.474 1.756
H 1.104 -1.567 0.751
O 0.359 3.068 0.275
H -0.084 3.043 -0.561
H -0.284 2.748 0.864
O -3.015 2.155 0.572
H -3.303 2.657 1.353
H -2.532 1.398 0.908
O 2.751 2.277 -2.864
H 2.758 1.898 -1.996
H 3.173 1.632 -3.452
O -0.851 1.688 2.456
H -0.042 2.030 2.814
H -0.580 0.777 2.184
```

Values from the calculation:
HOMO-LUMO gap = 10.47 eV
E = -917.25615 Ha
total charge = 0
E_LUMO = -0.0031 Eh
SMILES string = O.O.O.O.O.O.O.O.O.O.O.O



[4]
A 4-piece molecular cluster, C2H13N2O4 overall. Source: OMol25; level of theory: ωB97M-V/def2-TZVPD.

Geometry as XYZ:
```
21
C2H13N2O4 (ωB97M-V/def2-TZVPD)
N -0.058 -0.798 0.446
C -0.481 0.520 -0.140
C -0.798 0.332 -1.607
N -0.830 1.509 -2.293
O -1.133 -0.681 -2.197
H 0.174 -0.578 1.396
H -0.838 -1.507 0.306
H 0.854 -1.140 0.134
H 0.296 1.263 0.013
H -1.386 0.747 0.411
H -0.775 2.390 -1.835
H -1.422 1.464 -3.107
H 2.268 -2.102 2.573
H 2.061 -0.544 2.449
O 1.619 -1.403 2.424
H -1.839 -2.130 -1.379
H -2.116 -3.438 -0.353
O -2.025 -2.496 -0.483
H 2.764 2.526 1.267
H 1.852 3.509 0.921
O 1.814 2.556 1.054
```

Values from the calculation:
HOMO-LUMO gap = 11.24 eV
E = -494.26439 Ha
total charge = +1
E_LUMO = -0.1136 Eh



[5]
One molecule with the formula C6H6N2. Source: OMol25; level of theory: ωB97M-V/def2-TZVPD.

Geometry as XYZ:
```
14
C6H6N2 (ωB97M-V/def2-TZVPD)
C -1.069 -0.478 1.583
C -0.462 -0.414 0.380
C -0.857 -1.448 -0.619
C 0.930 0.288 -1.446
C 0.522 0.568 -0.105
C 1.006 1.585 0.585
H -0.733 0.311 2.273
H -1.839 -1.145 1.996
H -1.604 -2.223 -0.448
H 1.629 1.027 -1.853
H 1.564 2.383 0.066
H 0.819 1.660 1.670
N -0.381 -1.511 -1.820
N 0.475 -0.603 -2.263
```

Values from the calculation:
HOMO-LUMO gap = 7.60 eV
E = -341.62819 Ha
total charge = 0
E_LUMO = -0.0388 Eh
SMILES string = C=c1cnncc1=C



[6]
A 4-piece molecular cluster, C3H13NO4 overall. Source: OMol25; level of theory: ωB97M-V/def2-TZVPD.

Geometry as XYZ:
```
21
C3H13NO4 (ωB97M-V/def2-TZVPD)
O 0.488 0.286 0.134
C -0.274 0.406 -0.810
C -1.773 -0.003 -0.614
C -1.917 -1.438 -1.072
N -2.101 0.197 0.863
H 0.041 0.920 -1.745
H -2.430 0.710 -1.103
H -2.965 -1.722 -1.258
H -1.463 -2.130 -0.245
H -1.477 -1.624 -2.070
H -1.220 0.478 1.324
H -2.289 -0.787 1.138
H -0.180 -1.471 3.135
H 0.283 -1.037 1.809
O -0.548 -1.304 2.265
H 2.142 0.044 -2.585
H 2.236 0.580 -1.203
O 2.675 -0.040 -1.795
H 1.709 1.881 1.094
H 3.087 1.285 0.669
O 2.507 2.035 0.605
```

Values from the calculation:
HOMO-LUMO gap (spin up / spin down) = 9.86 / 5.15 eV
E = -477.42237 Ha
<S²> = 0.754
total charge = +1
E_LUMO (spin up / spin down) = -0.1657 / -0.3386 Eh
spin multiplicity = 2